1.
Formula: C5H10O3
Source: the Open Molecules 2025 dataset
Level of theory: ωB97M-V/def2-TZVPD

```
! wB97M-V def2-TZVPD RIJCOSX def2/J DEFGRID3
* xyz 0 1
O -1.622 -1.291 1.434
O 0.840 3.013 0.196
O 2.026 -2.511 0.796
C 1.210 -1.601 0.947
C -1.288 0.158 -0.411
C -0.068 -0.619 -0.975
C -2.108 -0.549 0.594
C 1.202 -0.450 -0.139
H -0.386 -1.686 -1.389
H -1.805 0.444 -1.533
H 1.146 0.528 0.476
H 0.113 -0.255 -1.941
H 2.189 -0.407 -0.585
H -3.178 -0.467 0.677
H -1.265 1.105 0.017
H 0.297 -1.597 1.551
H 1.548 2.582 0.703
H 1.148 3.602 -0.419
*
```

The LUMO energy is 0.57 eV. The molar mass comes out at 118.13 g mol⁻¹. Its SMILES is O=CCCCC=O.O. For the HOMO-LUMO gap, the calculation gives 0.3518 Eh.

***

2.
Formula: C51H36N3O2P2SSn
Source: the Open Molecules 2025 dataset
Level of theory: ωB97M-V/def2-TZVPD

```
! wB97M-V def2-TZVPD RIJCOSX def2/J DEFGRID3
* xyz 1 1
Sn 0.164 -0.103 -2.115
S -0.425 0.646 0.854
P -2.511 -0.332 -1.043
P 2.559 -0.494 -0.995
O 0.513 1.866 -1.420
O 0.157 -0.571 0.139
N -0.603 5.777 -3.611
N 0.017 2.740 -2.276
N 1.945 4.560 -0.130
C -3.206 -4.628 -2.490
C -3.247 0.749 -3.485
C -4.417 3.006 -2.371
C 3.114 0.307 0.544
C 3.175 1.918 2.330
C 0.964 1.444 1.623
C 2.365 1.166 1.442
C 4.773 -1.116 -2.681
C -1.947 -2.988 -1.273
C -4.100 -3.646 -2.895
C 4.575 1.776 2.461
C -3.369 0.852 -2.100
C 2.663 -2.833 0.542
C -3.394 -0.313 0.559
C -2.760 -0.281 1.845
C 2.277 -5.027 -0.363
C 3.869 -0.165 -2.217
C 4.483 0.183 0.718
C 5.766 0.524 -4.133
C -3.580 -0.601 2.943
C 0.528 2.460 2.442
C -3.925 -2.333 -2.485
C 0.343 3.963 -2.057
C -2.847 -1.998 -1.670
C -4.275 -1.061 5.166
C -1.791 -0.519 4.540
C 5.094 2.723 3.504
C 2.285 -3.114 -1.818
C 1.383 3.235 3.231
C 5.715 -0.772 -3.638
C -4.758 -0.561 0.500
C -5.498 -1.171 4.221
C 2.711 2.930 3.197
C 3.923 1.134 -2.719
C 2.155 -4.482 -1.634
C -1.403 0.012 2.191
C 1.220 4.322 -0.986
C -3.118 -0.716 4.268
C 5.234 0.870 1.684
C 2.530 -4.201 0.723
C -3.956 1.989 -1.547
C -4.295 2.897 -3.748
C -2.129 -4.300 -1.679
C -0.183 4.963 -2.919
C -0.945 -0.137 3.482
C -4.961 -0.857 2.852
C -3.713 1.766 -4.302
C -5.564 -0.807 1.625
C 2.547 -2.283 -0.732
C 3.862 3.547 3.938
C 4.871 1.478 -3.670
H 4.907 2.490 -4.051
H 5.030 -0.458 0.036
H 0.982 4.028 3.847
H 3.702 3.514 5.016
H 3.229 1.886 -2.352
H 5.890 3.350 3.102
H -4.622 -1.568 -2.806
H 2.191 -2.700 -2.817
H -3.616 1.675 -5.376
H -4.088 -1.991 5.704
H -4.051 2.084 -0.473
H -4.872 3.885 -1.933
H -5.235 -0.595 -0.472
H 2.625 -4.625 1.715
H 3.963 4.598 3.662
H -3.347 -5.652 -2.811
H -0.539 2.651 2.499
H -1.391 -0.615 5.540
H -1.427 -5.063 -1.365
H 6.416 -1.515 -3.996
H -6.291 -0.475 4.501
H 6.301 0.708 1.753
H 5.521 2.167 4.341
H -2.793 -0.129 -3.933
H -4.420 -0.285 5.919
H 1.958 -5.121 -2.485
H -4.652 3.693 -4.388
H 0.091 0.088 3.693
H -5.934 -2.171 4.240
H 6.503 0.790 -4.879
H 2.846 -2.189 1.393
H -4.936 -3.904 -3.531
H -1.103 -2.732 -0.638
H 4.746 -2.128 -2.294
H 2.181 -6.095 -0.221
H -6.622 -0.990 1.495
*
```

The LUMO energy is -2.66 eV. The molar mass comes out at 935.59 g mol⁻¹. For the HOMO-LUMO gap, the calculation gives 0.2769 Eh.

***

3.
Formula: C4H10NO2S
Source: the Open Molecules 2025 dataset
Level of theory: ωB97M-V/def2-TZVPD

```
! wB97M-V def2-TZVPD RIJCOSX def2/J DEFGRID3
* xyz -1 1
S 1.199 2.087 -1.329
O -2.302 -2.602 0.536
O -0.692 2.715 1.594
N -0.547 -1.696 1.314
C -1.155 -2.319 0.251
C 0.701 -0.887 0.945
C 1.033 -0.672 -0.637
C 0.401 0.456 -1.507
H -0.571 -2.697 -0.623
H 2.101 -0.563 -0.657
H 0.535 0.056 1.507
H 0.302 2.302 1.576
H 0.386 0.202 -2.563
H -0.726 0.472 -1.379
H -0.873 2.663 0.655
H -1.189 -1.181 1.982
H 1.683 -1.504 1.269
H 1.079 -1.634 -1.068
*
```

The LUMO energy is 3.58 eV. The molar mass comes out at 136.20 g mol⁻¹. For the HOMO-LUMO gap, the calculation gives 0.2413 Eh.